{
  "formula": "C5H11N2",
  "method": "ωB97M-V/def2-TZVPD",
  "energy_ev": -8333.44445,
  "gap_ev": 8.586,
  "spin_multiplicity": 1,
  "e_lumo_ev": -4.137,
  "total_charge": 1,
  "relative_energy_kcal_mol": 84.74,
  "symbols": ["C", "C", "C", "C", "C", "N", "N", "H", "H", "H", "H", "H", "H", "H", "H", "H", "H", "H"],
  "positions_angstrom": [[-0.4687, -0.4841, -2.0381], [0.4625, -1.1784, -1.3681], [-0.8900, -0.8133, 1.0132], [-0.4160, 1.5149, 1.4185], [1.0188, -0.7012, -0.1088], [-1.1490, 0.5012, 0.9202], [1.2751, 0.5747, 0.1046], [-1.0216, -0.8252, -2.8838], [-0.7772, 0.5237, -1.7531], [0.8303, -2.1547, -1.8811], [-1.3964, -1.3580, 0.2796], [-0.6064, -1.0987, 2.0829], [-0.5847, 2.5694, 1.1167], [0.2362, 1.3582, 2.3059], [1.5838, -1.3716, 0.4704], [-1.5704, 0.8028, 0.0099], [1.5839, 1.3088, -0.6125], [1.9832, 0.6226, 0.8549]],
  "atomic_forces_ev_per_a": [[0.4, 0.3, 0.5], [-0.2, -1.0, -2.5], [2.4, 0.5, 2.3], [0.2, -0.8, 0.2], [-2.3, -1.4, -0.6], [0.2, 3.2, -1.3], [3.5, 3.7, 0.6], [0.2, -0.4, -0.7], [0.1, -0.2, 0.2], [-0.7, 1.6, 1.5], [-0.9, -1.3, -0.2], [-0.5, -0.2, -1.9], [-0.2, -1.1, 0.0], [-0.9, -0.1, -0.6], [0.5, -0.9, 0.7], [0.0, -0.6, 1.3], [-1.2, -1.8, 0.8], [-0.6, 0.5, -0.5]],
  "nbo_charge": [-0.371, -0.254, -0.234, -0.067, 0.001, -0.455, -0.719, 0.233, 0.161, 0.265, 0.238, 0.239, 0.240, 0.216, 0.229, 0.425, 0.442, 0.413]
}